Computed, not measured: a 6-piece molecular cluster, C18H37NO7 overall in a non-equilibrium geometry, with ωB97M-V with the def2-TZVPD basis set.

For the energy above the lowest of the compared OMol25 structures with the same formula, charge and spin, the calculation gives 218.7 kcal/mol. The HOMO energy is -9.3 eV. The calculation puts the gap between HOMO and LUMO at 7.446 eV.

```
63
Properties=species:S:1:pos:R:3:mulliken_charge:R:1
C 2.0523 0.8258 2.3528 -0.86
C 2.8702 -0.1000 1.4062 0.66
O 3.9548 0.2022 1.1696 -0.37
N 2.0670 -1.2867 0.7757 0.18
H 1.5474 -1.8018 1.4499 0.61
H 1.1757 -0.7138 0.4888 -0.42
C 2.6423 -2.1321 -0.2808 -1.00
H 1.1537 0.4140 3.1138 -0.06
H 1.6851 1.9038 2.0978 0.15
H 2.6124 1.1712 3.1014 0.67
H 3.0246 -1.7397 -1.1602 0.33
H 1.9427 -2.9154 -0.4104 0.42
H 3.5309 -2.5638 0.2471 0.41
O -0.0557 0.1524 0.1677 -0.04
H -0.8196 0.3127 -0.3886 -0.11
C 3.5152 1.7501 -1.4861 -1.33
C 2.0721 2.3570 -1.3623 1.12
C 1.9109 3.5222 -2.3208 -1.57
O 1.2506 1.3563 -1.7598 -0.64
H 3.7207 1.7507 -2.5024 0.47
H 3.5486 0.7183 -1.1456 0.15
H 4.3269 2.2916 -1.0354 0.32
H 1.9231 2.5852 -0.3831 0.02
H 1.0733 4.0102 -2.0826 0.53
H 1.9540 3.4199 -3.4313 0.32
H 2.7764 4.3719 -1.9866 0.23
H 0.9987 0.7652 -1.0664 0.18
C -2.6271 2.7704 0.2597 -0.99
C -1.2575 3.2683 0.5273 1.28
C -1.2476 4.7823 1.0668 -2.26
O -0.6478 2.4857 1.4826 -0.64
H -3.0666 2.6772 1.2917 0.24
H -2.2617 1.8695 -0.3219 0.09
H -3.2635 3.5966 -0.2420 0.39
H -0.6443 3.1353 -0.4246 -0.19
H -2.1437 5.0224 1.6127 0.39
H -1.3428 5.3184 0.2955 0.69
H -0.4695 5.0130 1.5802 0.62
H -0.3882 1.5592 1.1769 0.16
C -3.3470 -1.7358 3.0302 -1.85
C -2.2080 -0.7214 2.5598 0.75
C -1.4033 -0.2621 3.8315 -1.38
O -1.2998 -1.4461 1.6696 -0.67
H -3.1151 -2.2306 3.7712 0.63
H -3.7374 -2.1556 2.0419 0.30
H -4.3485 -1.3281 3.2266 0.39
H -2.6410 -0.1100 1.9191 0.33
H -0.7373 -1.0589 4.2546 0.28
H -2.0147 0.0139 4.5306 0.70
H -0.8658 0.6940 3.5806 0.07
H -0.7850 -0.8889 0.9960 0.28
C -0.7918 -2.8202 -2.8512 0.10
C -1.4419 -3.6086 -1.6922 -1.13
C -1.5326 -5.2030 -2.0243 0.40
O -2.1237 -5.9118 -1.1796 -0.53
C -1.2740 -5.7135 -3.4004 -0.36
C -0.8879 -4.8630 -4.4699 -0.38
C -0.4571 -3.3833 -4.0634 0.46
O 0.1476 -2.7218 -4.8908 -0.55
H -0.5536 -1.5627 -2.6910 0.13
H -1.6122 -3.1750 -0.8874 1.17
H -1.4387 -6.8182 -3.5701 0.35
H -0.6250 -5.1151 -5.5645 0.32
```